DFT (ωB97M-V/def2-TZVPD) results for the molecule C21H23N7OS3.

Results
**M**: 485.7 g mol⁻¹
**HOMO level**: -7.834 eV

Element x y z (Å)
C: -8.122 -1.546 1.660
C: -8.699 -0.528 0.696
H: -9.778 -0.439 0.820
H: -8.475 -0.777 -0.340
S: -8.073 1.167 1.010
C: -6.488 1.097 0.325
N: -5.666 2.084 0.430
N: -4.507 1.887 -0.181
C: -4.419 0.741 -0.763
N: -3.324 0.313 -1.455
C: -3.267 -0.935 -1.985
O: -4.179 -1.732 -1.908
C: -1.962 -1.245 -2.691
H: -2.072 -2.168 -3.258
H: -1.651 -0.422 -3.333
S: -0.602 -1.560 -1.511
C: -0.115 0.077 -1.194
N: -0.751 1.165 -1.551
N: -0.032 2.218 -1.125
C: 1.018 1.773 -0.505
N: 1.020 0.397 -0.513
C: 1.987 -0.473 0.034
C: 2.129 -0.563 1.411
C: 3.107 -1.384 1.943
C: 3.948 -2.119 1.119
C: 3.776 -2.031 -0.259
C: 2.803 -1.220 -0.805
H: 2.680 -1.148 -1.875
H: 4.419 -2.602 -0.912
C: 5.011 -3.003 1.689
H: 4.743 -4.050 1.546
H: 5.141 -2.826 2.754
H: 5.960 -2.833 1.184
H: 3.215 -1.452 3.016
H: 1.472 0.002 2.056
C: 2.115 2.582 0.086
C: 3.434 2.072 -0.404
C: 3.795 1.753 -1.691
C: 5.111 1.260 -1.649
C: 5.506 1.297 -0.340
N: 4.488 1.790 0.415
C: 4.547 2.003 1.833
H: 4.344 3.048 2.078
H: 3.827 1.367 2.355
H: 5.546 1.751 2.185
H: 6.437 1.013 0.109
H: 5.694 0.923 -2.482
H: 3.179 1.870 -2.561
H: 2.064 2.528 1.176
H: 1.949 3.621 -0.213
H: -2.496 0.934 -1.516
S: -5.844 -0.270 -0.602
H: -7.044 -1.624 1.541
H: -8.340 -1.262 2.687
H: -8.559 -2.523 1.465

Atomic partial charges in e from the natural (NBO) method, atoms 1 to 6: atom 1 (C): -0.62, atom 2 (C): -0.52, atom 3 (H): 0.23, atom 4 (H): 0.22, atom 5 (S): 0.30, atom 6 (C): -0.18